1.
C5H5FOS | ωB97M-V/def2-TZVPD

```
13
Properties=species:S:1:pos:R:3:nbo_charge:R:1
C 2.83 -0.79 0.06 -0.176
C 1.72 -0.44 0.22 -0.081
C 0.34 -0.09 0.44 0.241
F 0.02 0.24 1.73 -0.324
C -0.43 0.73 -0.55 0.084
O -1.31 1.67 -0.04 -0.693
C -0.73 -0.75 -0.42 -0.398
S -2.29 -1.18 0.35 0.002
H 3.89 -0.94 -0.17 0.247
H 0.12 0.96 -1.46 0.196
H -1.03 1.95 0.87 0.500
H -0.32 -1.41 -1.19 0.248
H -2.82 0.05 0.18 0.154
```

Properties
LUMO level, eV: 0.61
Max |F|, eV/A: 3.84
Relative energy (zero: lowest compared OMol25 entry of this formula, charge and spin), kJ/mol: 310.6
HOMO level, eV: -9.008

---

2.
C5H5IrTe4 | ωB97M-V/def2-TZVPD

```
15
Properties=species:S:1:pos:R:3:lowdin_spin:R:1
Ir 0.04 0.08 0.30 0.008
C 0.62 -1.15 2.02 0.003
C 0.29 -1.98 0.90 0.000
C -1.09 -1.76 0.56 0.002
C -1.60 -0.78 1.45 0.002
C -0.54 -0.39 2.33 0.001
H 1.57 -1.11 2.53 0.000
H 0.96 -2.66 0.40 0.000
H -1.63 -2.25 -0.23 0.000
H -2.61 -0.38 1.45 0.000
H -0.62 0.36 3.11 0.000
Te 1.74 1.67 -0.63 -0.005
Te 0.05 4.83 0.37 0.723
Te -1.88 3.76 -0.90 0.280
Te -0.57 1.43 -1.90 -0.014
```

Properties
LUMO level (alpha / beta), eV: -4.91 / -5.28
<S²>: 0.7579
Total charge: +1
Max |F|, eV/A: 0.45
Spin multiplicity: 2
HOMO level (alpha / beta), eV: -11.363 / -11.575

---

3.
C5H5N | ωB97M-V/def2-TZVPD

```
11
Properties=species:S:1:pos:R:3:nbo_charge:R:1
C 1.01 -1.22 -0.50 -0.169
C -2.61 0.10 0.00 0.182
C 1.64 -0.15 -0.40 -0.079
C 1.98 1.11 -0.17 -0.385
C -1.47 -0.46 0.51 -0.359
N -3.72 0.47 -0.22 -0.274
H 2.21 1.90 -0.83 0.214
H 2.24 1.61 0.71 0.212
H 1.03 -2.22 -0.79 0.223
H -1.49 -1.42 0.82 0.215
H -0.83 0.29 0.86 0.221
```

Properties
LUMO level (alpha / beta), eV: -1.22 / -1.21
Max |F|, eV/A: 4.28
Relative energy (zero: lowest compared OMol25 entry of this formula, charge and spin), kJ/mol: 590.5
HOMO level (alpha / beta), eV: -9.337 / -8.943

---

4.
C5H5N | ωB97M-V/def2-TZVPD

```
11
Properties=species:S:1:pos:R:3:nbo_charge:R:1
C 2.12 0.26 -0.21 -0.018
C 1.26 -0.74 -0.09 -0.164
C -1.34 1.16 -0.31 -0.002
C 0.30 -1.63 -0.10 -0.436
C 0.83 0.71 0.49 0.012
N -0.19 1.47 0.08 -0.354
H -2.05 1.77 -0.80 0.183
H -1.87 0.09 -0.25 0.149
H 0.28 -2.31 -1.01 0.223
H -0.35 -1.76 0.70 0.206
H 1.02 1.00 1.49 0.200
```

Properties
LUMO level (alpha / beta), eV: -0.65 / -0.65
Max |F|, eV/A: 3.63
Relative energy (zero: lowest compared OMol25 entry of this formula, charge and spin), kJ/mol: 673.2
HOMO level (alpha / beta), eV: -8.090 / -8.091

---

Which electronic energy belongs to each record? In order, -766.6911; -1369.7113; -248.0501; -248.0186 a.u..